# 1
124
Properties=species:S:1:pos:R:3:forces:R:3 method="wB97M-V/def2-TZVPD" smiles="COC[C@H](C)N.COC[C@H](C)N.COC[C@H](C)N.COC[C@H](C)N.NC(N)=O.NC(N)=O.NC(N)=O.NC(N)=O.NC(N)=O.NC(N)=O.NC(N)=O" charge=0
C -0.684420 0.535248 -2.383860 0.1 1.4 1.5
O -0.075941 -0.559881 -1.751684 0.2 -0.4 0.0
C 1.162552 -0.343168 -1.075368 0.6 0.3 0.3
C 1.078938 0.246618 0.338032 -2.1 -2.1 0.9
C 2.341488 -0.008138 1.156439 0.3 1.8 -0.7
N 0.011842 -0.485409 1.057281 -0.5 -0.2 -0.4
H -0.572470 1.406680 -1.726576 0.2 0.2 -0.2
H -1.764536 0.385821 -2.338630 0.1 -0.4 -0.9
H -0.199634 0.812540 -3.323127 -0.4 -0.3 -0.3
H 1.525078 -1.367654 -0.967972 0.5 0.1 0.0
H 1.865358 0.309810 -1.607063 -0.1 -0.3 -0.6
H 0.620928 1.240321 0.339085 1.1 0.5 -0.2
H 2.711382 -1.031759 1.106885 -0.1 0.0 -0.3
H 2.196502 0.232024 2.209449 -0.3 0.0 0.0
H 3.072411 0.706806 0.763845 0.5 -0.4 0.2
H -0.795305 -0.491625 0.438877 -0.2 0.0 0.2
H 0.229829 -1.477397 1.112859 0.1 0.0 0.1
C 1.831866 -2.329764 4.372603 0.0 0.4 -0.1
O 2.149425 -0.983457 4.680404 0.3 0.0 -0.2
C 2.833619 -0.834824 5.907013 0.4 -0.9 0.0
C 3.108065 0.631870 6.127903 0.7 -0.1 -0.6
C 4.134373 1.243741 5.160398 -0.1 -0.5 0.3
N 3.504453 0.873448 7.507525 -0.9 0.9 0.7
H 1.599068 -2.370005 3.308242 -0.3 0.1 0.1
H 0.973804 -2.624711 4.980329 0.0 -0.4 -0.1
H 2.688690 -2.995838 4.511278 0.0 0.0 0.3
H 2.263135 -1.253834 6.744090 -0.3 0.2 0.0
H 3.746754 -1.447736 5.867713 0.2 0.2 0.0
H 2.135664 1.077119 5.897410 0.0 0.4 0.6
H 3.776794 1.271405 4.131257 0.1 0.0 0.0
H 5.058548 0.665105 5.237723 0.0 0.0 -0.3
H 4.381893 2.244207 5.516607 -0.1 0.1 -0.2
H 4.459039 0.690340 7.791436 0.1 -0.6 -0.7
H 3.431795 1.876738 7.647621 -0.2 -0.1 0.3
C 0.521868 5.242657 3.233940 0.6 0.7 -0.9
O -0.298344 4.185997 3.611426 -0.3 0.5 0.9
C 0.215279 2.902005 3.403468 -0.5 -1.9 0.1
C -0.700776 1.852156 4.098657 -1.4 -0.1 0.1
C -0.948217 2.132288 5.574909 0.9 0.3 -0.2
N -0.399031 0.448071 3.891268 0.2 0.5 -0.5
H 0.215139 6.207027 3.643647 -0.4 -0.3 0.5
H 0.468369 5.412960 2.146998 0.3 -0.3 -0.1
H 1.569180 5.099935 3.516784 0.0 -0.2 0.0
H 0.117826 2.635358 2.343161 0.6 0.1 -0.2
H 1.229546 2.716878 3.777136 0.2 0.6 -0.2
H -1.663387 2.011771 3.595867 0.2 -0.2 0.2
H -1.316336 3.151548 5.690057 0.0 0.0 0.2
H 0.022263 2.044792 6.077606 -0.1 0.2 0.3
H -1.620953 1.420673 6.046801 -0.1 -0.1 -0.3
H -0.307408 0.262890 2.890407 0.0 -0.3 0.3
H 0.413073 0.067856 4.365862 0.1 0.4 0.0
C -1.803641 -0.716232 -5.664812 -0.3 -0.3 0.4
O -2.520254 -1.806905 -6.232146 0.7 0.0 -0.3
C -3.396466 -1.469674 -7.289460 -0.6 -0.4 -0.5
C -4.692251 -0.919635 -6.757695 -1.1 1.0 0.3
C -5.466250 -1.942364 -5.936777 0.8 0.5 0.2
N -5.529803 -0.319820 -7.808977 0.7 -0.1 -0.4
H -1.164271 -1.088098 -4.863616 -0.1 -0.4 0.0
H -2.513103 -0.034040 -5.193051 0.2 0.4 -0.2
H -1.114774 -0.220105 -6.350753 -0.3 0.1 -0.4
H -2.997559 -0.806936 -8.062628 0.4 0.2 0.3
H -3.667708 -2.392949 -7.813325 0.4 -0.2 0.1
H -4.413694 -0.111950 -6.071399 -0.2 0.2 -0.1
H -4.854045 -2.070069 -5.041757 -0.4 -0.6 0.2
H -5.580349 -2.867004 -6.503626 -0.1 -0.1 0.2
H -6.428371 -1.508247 -5.671213 -0.1 -0.2 0.1
H -5.924190 -1.050397 -8.392254 0.0 0.0 0.0
H -6.313225 0.181920 -7.414349 0.0 0.0 0.1
N 1.694094 -6.352157 2.065206 -0.1 -0.6 0.2
C 1.798513 -5.975069 0.767256 1.9 1.2 -0.7
N 1.064841 -4.899802 0.380395 -0.7 0.1 0.3
O 2.662648 -6.419687 0.008363 -0.8 -0.6 0.4
H 1.105614 -5.908936 2.744582 -0.1 0.0 -0.1
H 2.363688 -7.043437 2.351642 -0.1 0.0 0.2
H 0.512135 -4.344193 1.012436 -0.2 -0.1 -0.2
H 1.171342 -4.615912 -0.574213 0.0 0.1 0.0
N 2.648947 -2.923069 -5.819892 0.3 0.1 -1.1
C 2.378123 -1.764446 -5.149951 1.4 -0.9 0.3
N 1.576013 -1.934642 -4.074556 0.1 1.0 -0.3
O 2.954436 -0.708108 -5.401930 -0.4 -0.3 0.0
H 3.380079 -2.884591 -6.509539 -0.1 0.2 0.0
H 2.359886 -3.846310 -5.562138 -0.2 0.1 0.4
H 1.073376 -2.785837 -3.928772 -0.1 0.1 0.5
H 1.671838 -1.162215 -3.435785 -0.8 -0.4 0.4
N -2.230684 -4.951912 -0.472706 0.1 0.9 1.8
C -1.835279 -3.641398 -0.334680 1.1 -0.9 -1.5
N -1.602026 -3.093187 -1.560255 0.2 1.5 -0.3
O -1.520159 -3.090047 0.713345 -0.4 -0.4 0.0
H -2.301443 -5.412983 0.419255 -0.4 -0.5 -0.4
H -2.547815 -5.336504 -1.337545 -0.1 -0.2 0.1
H -1.182676 -2.166679 -1.634668 -0.1 -0.3 0.3
H -1.706438 -3.588029 -2.424989 -0.2 -0.2 0.1
N -3.128784 3.611947 2.998447 0.1 0.7 0.2
C -3.655097 2.847410 2.022314 -1.9 -0.1 0.5
N -3.303345 3.242015 0.771514 0.5 -0.4 -0.7
O -4.477276 1.937246 2.180376 1.0 0.4 0.1
H -2.494741 4.345383 2.744865 0.3 0.0 0.1
H -3.451434 3.668070 3.948429 -0.2 -0.6 -0.1
H -3.843814 2.811573 0.039690 0.1 0.2 0.0
H -2.936071 4.162233 0.637087 0.0 0.1 -0.2
N 3.290038 4.472690 -1.461775 -0.9 -0.3 0.2
C 2.041331 3.933964 -1.415518 1.6 -0.6 -0.2
N 1.139301 4.665871 -0.703455 -0.5 -0.2 0.0
O 1.799000 2.830757 -1.917629 -0.8 0.7 0.4
H 3.438618 5.337420 -0.979501 0.5 0.1 -0.2
H 3.993178 4.013033 -2.027745 0.1 0.4 -0.2
H 1.368627 5.635408 -0.573777 -0.3 0.1 0.0
H 0.187136 4.435394 -0.931409 -0.1 0.2 0.2
N 5.213473 1.880323 -5.349211 -0.7 -0.4 0.9
C 4.477325 2.531303 -4.386240 0.2 1.7 0.1
N 3.414766 1.874332 -3.889666 0.6 -0.5 -0.3
O 4.758509 3.692996 -4.048437 -0.1 -0.4 0.1
H 5.766014 2.520550 -5.890453 0.0 -0.3 -0.3
H 4.666464 1.130084 -5.750891 0.6 0.1 -0.7
H 2.818139 2.342143 -3.206648 0.2 -0.5 0.0
H 3.460559 0.874288 -4.016618 -0.7 0.0 0.1
N -5.318566 -0.617040 3.194635 1.0 0.1 -0.5
C -4.253740 -1.469956 3.216216 -0.4 -1.0 0.4
N -3.257228 -1.146562 2.342519 0.1 -0.7 0.4
O -4.229755 -2.487253 3.915241 0.1 0.4 -0.6
H -6.116552 -0.891271 3.733828 0.1 0.5 0.3
H -5.022407 0.312122 2.911983 -1.2 0.2 0.2
H -3.203336 -0.274051 1.855483 -0.1 0.0 0.0
H -2.568495 -1.870278 2.217280 0.3 0.4 -0.1



# 2
108
Properties=species:S:1:pos:R:3:forces:R:3 method="wB97M-V/def2-TZVPD" charge=0
C -7.061622 -3.029672 -6.707329 -1.0 -0.5 -0.4
C -7.574194 -4.195853 -5.861121 0.3 0.5 0.7
C -6.400792 -5.002965 -5.339088 0.1 0.1 -0.3
O -8.262496 -3.713682 -4.672516 0.0 -0.1 -0.5
H -6.545504 -3.444335 -7.577405 0.3 0.2 0.2
H -6.442798 -2.357887 -6.119090 0.2 0.0 -0.1
H -7.902945 -2.474919 -7.138976 0.1 0.1 0.2
H -8.235146 -4.844683 -6.452389 -0.1 0.2 0.2
H -5.836594 -5.420769 -6.179523 0.0 0.0 0.1
H -6.719790 -5.814308 -4.690935 -0.1 -0.1 0.1
H -5.741025 -4.333829 -4.782329 0.0 -0.1 0.1
H -8.902830 -3.011907 -4.889309 0.0 -0.3 -0.2
C -1.121429 0.829214 -2.765526 -0.5 -0.6 0.0
C 0.332210 0.830159 -3.144874 0.4 0.9 0.0
C 0.531769 0.498008 -4.602132 -0.3 0.2 -0.4
O 0.824299 2.194441 -2.892414 -0.1 -1.0 0.1
H -1.720333 1.430042 -3.454771 0.2 0.3 0.1
H -1.244124 1.166473 -1.740259 -0.1 0.1 0.0
H -1.563386 -0.175504 -2.837224 0.3 0.1 0.1
H 0.874598 0.106119 -2.525287 0.0 0.2 0.1
H 0.279804 -0.543012 -4.815047 0.2 0.0 0.0
H 1.539252 0.743873 -4.935216 0.1 -0.3 0.0
H -0.148944 1.114915 -5.195162 0.0 0.0 0.0
H 1.783102 2.154163 -2.769055 -0.3 0.0 -0.1
C -6.944029 0.666300 -8.824348 0.5 0.5 0.2
C -7.409383 2.070367 -8.420701 -0.3 -0.1 0.7
C -8.764739 2.426185 -9.025702 -0.3 0.1 0.8
O -7.574262 2.133825 -6.976703 0.6 0.0 -0.2
H -7.198209 0.441592 -9.857984 0.0 -0.1 0.0
H -7.378695 -0.064008 -8.149392 -0.3 -0.1 -0.1
H -5.858835 0.584426 -8.695922 -0.1 -0.1 -0.1
H -6.646196 2.820212 -8.676712 -0.2 -0.1 -0.3
H -9.514199 1.673404 -8.744655 0.3 -0.2 -0.3
H -8.725152 2.536751 -10.105694 0.0 -0.1 -0.1
H -9.174560 3.340116 -8.574862 0.4 0.0 -0.2
H -6.743442 1.823323 -6.542940 -0.8 -0.2 -0.3
C -2.779688 0.743455 -7.780053 0.9 -0.3 0.8
C -2.665698 2.251712 -7.618353 0.3 0.3 -1.1
C -2.961215 2.994444 -8.917965 -0.5 -0.3 -0.4
O -3.577371 2.653283 -6.588577 0.2 0.0 0.0
H -2.278497 0.257354 -6.929616 -0.5 0.1 0.1
H -2.193600 0.345126 -8.611189 -0.3 0.4 -0.3
H -3.815016 0.414239 -7.835302 0.0 0.0 -0.1
H -1.629821 2.532835 -7.370072 -0.2 -0.2 0.4
H -2.360069 2.608278 -9.745268 0.1 0.0 0.2
H -2.757356 4.066030 -8.856089 -0.1 0.0 0.2
H -4.007689 2.832714 -9.213050 0.1 0.2 0.1
H -3.752474 3.600738 -6.655276 0.1 -0.1 0.0
C -2.037854 -2.734638 -5.388657 0.2 0.1 1.0
C -2.417595 -4.209170 -5.424427 -0.6 0.2 0.2
C -2.307452 -4.803877 -6.802737 0.8 0.0 -0.3
O -1.640970 -4.985495 -4.524124 0.2 -0.1 0.0
H -2.671022 -2.132185 -6.039261 0.1 -0.1 -0.2
H -0.977246 -2.566182 -5.591494 -0.1 -0.1 -0.3
H -2.197239 -2.363375 -4.362501 -0.1 0.0 -0.2
H -3.467855 -4.268917 -5.096131 0.1 0.0 -0.2
H -1.260954 -4.810763 -7.138022 -0.1 0.1 0.2
H -2.829739 -4.159003 -7.504955 -0.3 -0.2 -0.1
H -2.641893 -5.837971 -6.863689 -0.3 0.1 0.1
H -1.883005 -4.739286 -3.624819 0.0 0.0 0.0
C -4.862440 -0.261811 -4.974999 0.1 0.7 -0.7
O -5.470504 0.916937 -5.589515 0.7 -0.6 0.3
H -4.494781 -0.961308 -5.743346 -0.2 0.2 0.1
H -4.003216 0.022489 -4.356148 -0.2 0.0 0.0
H -5.598225 -0.776972 -4.364799 -0.1 0.2 0.1
H -4.760929 1.480204 -5.968807 -0.2 -0.3 0.4
C -6.542103 4.634883 -4.335822 -0.8 -0.5 -0.8
O -7.623193 4.568269 -5.295565 0.5 0.2 0.5
H -6.877913 4.326515 -3.341178 0.0 0.0 -0.1
H -5.717285 3.968531 -4.624971 0.0 0.2 0.1
H -6.211385 5.674654 -4.302564 0.1 -0.1 0.0
H -7.610121 3.750448 -5.819157 0.1 0.0 0.2
C -7.557625 1.084655 -2.454637 -0.5 0.0 -1.3
O -6.572138 1.117084 -1.474110 0.6 0.9 0.5
H -7.128915 1.124415 -3.472356 0.0 0.1 0.2
H -8.095062 0.135922 -2.411708 0.1 0.0 0.3
H -8.300923 1.896078 -2.399856 0.2 -0.1 0.2
H -6.093915 1.983616 -1.528786 -0.5 -0.9 0.1
C -7.250304 -2.534687 -1.390144 0.5 -0.5 0.6
O -6.770975 -2.426444 -2.718061 -0.3 -0.3 -0.3
H -8.309145 -2.788477 -1.343825 -0.1 0.2 0.0
H -6.697637 -3.314490 -0.828727 -0.2 0.1 -0.3
H -7.042920 -1.610995 -0.845788 -0.3 0.2 -0.3
H -7.303576 -3.013368 -3.312219 0.4 0.4 0.3
C -3.756884 3.132673 -2.373199 0.0 -0.5 -0.4
O -4.974045 3.387431 -1.687642 0.2 0.3 0.2
H -3.914457 2.275437 -3.030587 -0.2 0.1 0.0
H -3.489293 3.984147 -3.000825 0.3 0.0 0.1
H -2.954492 2.828419 -1.701248 0.1 0.3 0.1
H -4.827827 4.169241 -1.145726 -0.2 -0.1 0.1
C -9.599932 -0.337096 -5.173564 -0.3 0.1 -0.4
O -10.350005 -1.573118 -5.191994 0.8 0.4 0.0
H -9.891457 0.327545 -5.994014 -0.2 -0.1 0.1
H -9.726543 0.188687 -4.226570 0.1 -0.1 0.0
H -8.544355 -0.533420 -5.354928 0.0 -0.3 0.3
H -11.280524 -1.347295 -5.203353 -0.1 -0.1 0.0
C -4.071770 -0.735870 -1.232340 0.5 0.4 -0.4
O -3.941774 -1.932611 -1.981429 -0.3 -0.2 0.0
H -4.226266 0.128382 -1.889153 -0.2 -0.1 0.0
H -4.901557 -0.771602 -0.533208 0.0 0.0 0.2
H -3.121855 -0.543889 -0.725019 -0.2 -0.3 0.2
H -4.841014 -2.218897 -2.224055 0.2 0.1 -0.2
C -4.255985 -2.519629 -9.322971 0.1 0.1 1.0
O -5.521642 -2.691168 -9.930873 0.2 0.1 -0.2
H -4.349789 -2.568592 -8.222103 0.1 -0.2 -0.2
H -3.503198 -3.248271 -9.639055 -0.1 0.0 -0.1
H -3.870939 -1.517328 -9.505921 -0.2 0.0 -0.4
H -5.836089 -3.572733 -9.712540 0.0 0.0 -0.1



Values of calculated total energy, in order: -2732.9679 -1897.4966, all in Eh.
Values of energy above the lowest of the compared OMol25 structures with the same formula, charge and spin, in order: 1.669 0.406, all in eV.